Entry 1:
A 2-piece molecular cluster, C4H5NO overall in a non-equilibrium geometry, computed with ωB97M-V/def2-TZVPD.

XYZ file:
```
11
C4H5NO ωB97M-V/def2-TZVPD
H -1.56 -2.23 -0.34
C 1.81 0.05 -0.81
H 1.16 -0.76 -1.16
C -1.63 -0.48 0.63
H -2.49 -0.68 1.28
N 1.30 0.85 0.03
C -1.24 0.84 0.73
C -1.02 -1.27 -0.33
O -1.14 1.97 0.86
H 1.96 1.58 0.30
H 2.84 0.13 -1.18
```

The energy relative to the best compared isomer or geometry (same formula, charge and spin) is 455.6 kJ/mol. For the HOMO-LUMO gap, the calculation gives 8.485 eV. The calculation puts the LUMO energy at 0.271 eV.

Charge distribution, Löwdin scheme, values in e: H -0.004; C -0.114; H 0.012; C -0.248; H 0.099; N 0.025; C -0.149; C 0.032; O 0.227; H 0.053; H 0.066


Entry 2:
A 7-piece molecular cluster, C60H129N7O8 overall in a non-equilibrium geometry, computed with ωB97M-V/def2-TZVPD.

XYZ file:
```
204
C60H129N7O8 ωB97M-V/def2-TZVPD
C 2.24 0.07 -2.52
C 0.92 0.83 -2.44
C -2.25 3.86 -1.86
H 5.41 7.68 3.87
H -4.46 -1.41 6.37
H 2.52 6.53 6.27
H 1.90 -3.46 -4.60
H -2.53 -4.13 4.65
C 2.95 -0.30 -5.36
C 3.43 5.95 6.07
H 3.04 7.13 1.87
H -1.62 -6.57 7.31
C -1.32 2.72 -0.03
H -4.35 1.23 -3.04
H -2.23 5.44 -5.99
H 3.89 -0.22 -1.09
H -0.48 1.52 -6.48
H 3.75 5.68 1.18
H -0.41 -5.24 5.66
H 2.28 2.83 -8.73
C -2.03 -3.68 5.52
H 2.67 -0.35 -6.42
H 1.92 4.55 2.63
H 5.26 -4.89 -0.33
C 0.19 3.01 -7.87
N -3.94 -4.16 6.91
H -2.42 3.09 -6.79
N 0.23 4.44 -8.02
H 2.78 -7.27 0.26
H 0.16 0.39 -1.78
C 1.63 2.49 -7.94
H 3.32 1.90 -2.78
C -0.57 2.27 -9.00
H -1.13 3.54 1.93
O -4.03 0.33 -0.66
C 4.06 3.57 5.47
H 3.98 -0.69 -5.37
H -1.88 3.18 -5.09
O -1.62 3.97 -0.62
H 6.06 -4.64 2.06
H 3.56 -2.92 -4.68
C 3.16 -5.16 0.19
C -0.67 -1.45 0.69
H -1.61 -2.93 8.18
H -2.64 -4.65 9.33
H -2.25 2.22 0.20
H -3.76 -2.64 0.61
H 4.04 3.38 6.55
H 4.45 -3.80 3.69
H 3.71 2.69 4.94
H 0.28 3.75 0.84
C -4.74 -2.16 0.72
H 4.93 -6.24 0.73
C -5.39 -2.83 -2.97
H 4.56 7.74 6.25
O -1.48 -0.29 0.65
C -1.60 3.37 -6.12
H 2.34 -0.96 -0.57
H -4.19 -7.48 7.47
H 5.12 3.74 5.29
H 4.24 0.38 -3.21
C 4.15 -4.47 2.88
H -0.02 -1.94 -4.63
H -3.14 -2.03 8.36
H 1.48 3.41 4.81
C -4.52 -6.51 7.10
H -2.06 -0.57 -3.89
C -1.71 0.26 1.94
H 2.03 1.57 -4.96
H 3.19 -2.16 1.80
H 1.68 -2.46 -1.86
H -1.80 -1.19 -2.32
H -4.26 -1.97 -4.48
H 5.51 6.30 5.85
H 5.16 -3.26 1.36
H -5.59 -3.79 -3.44
C 3.95 6.52 1.85
C -0.35 2.60 -6.52
C -4.68 0.28 -3.47
H -0.77 -1.99 1.63
C 2.45 -2.66 2.42
H -3.29 0.15 -0.07
H -5.46 -6.29 7.61
C 4.28 6.03 3.25
H -0.91 1.47 3.47
N 2.34 -4.89 1.34
H -3.19 -2.81 -3.39
C 2.69 -4.18 2.54
H -4.42 -3.70 -1.30
H 3.48 -6.76 -1.31
H -6.94 -0.91 -1.64
H -3.12 3.19 -1.87
C -2.38 -2.38 7.65
H 2.54 -2.83 -6.14
N 0.24 1.89 1.78
H -5.64 -3.39 7.06
H -4.20 -5.44 9.49
O 2.78 4.22 2.88
H 0.48 0.79 -3.44
C -3.25 -5.47 8.96
C -0.48 3.06 1.20
H -0.01 7.34 -8.26
H 3.78 1.71 -5.15
H -5.75 0.17 -3.31
H -1.91 -1.44 7.33
C -3.89 -0.83 -2.73
H 0.37 4.72 -9.91
H -0.60 5.16 -5.45
H 3.70 5.59 7.07
H -4.60 -1.38 1.47
H 2.14 -4.25 4.65
C -3.47 -5.43 7.44
N -4.21 -0.90 -1.32
H 1.81 -6.43 -0.93
H 2.20 -4.29 -1.59
H -3.24 -1.43 5.07
C -2.40 -0.45 -2.86
H -4.47 0.30 -4.54
H -7.34 -1.67 -0.04
H 1.62 4.05 6.49
C -0.52 0.95 2.58
N 3.18 5.26 3.78
H 2.39 -2.22 3.41
O 0.94 4.91 -9.15
C 2.98 1.08 -4.75
H 3.65 7.98 4.03
H -0.74 -4.37 7.07
H -4.75 -6.55 6.04
C 2.97 -4.02 -0.86
C -0.15 6.74 -7.36
H -2.61 0.88 1.84
C 1.71 4.27 5.43
H -0.51 1.19 -8.87
C 5.62 5.28 3.16
H 6.35 5.97 2.72
H 6.08 5.02 4.11
O 0.97 -4.87 1.01
H -6.17 -3.60 -1.10
H -2.15 -0.52 2.59
C 3.14 4.76 5.15
N 2.15 -1.20 -3.21
H 4.75 7.10 1.39
C 3.28 0.92 -3.26
C -5.29 -3.06 -1.47
H -6.54 -0.15 -0.11
H 0.13 -0.27 -4.92
H 3.83 -3.79 -1.51
H -5.38 -2.98 1.06
H -1.55 3.48 -2.62
H -1.36 -2.94 5.07
H 1.49 -2.51 1.90
H -0.77 2.08 -0.73
H -2.14 0.53 -2.46
O 1.20 -2.05 -2.59
C 4.45 7.26 4.17
C 4.59 6.85 5.62
H 2.02 -5.77 3.77
C -6.60 -1.12 -0.62
H 2.74 -3.04 -0.42
H 4.20 -5.52 3.20
H 1.03 5.09 5.19
H -0.88 -2.11 -0.15
H -0.23 2.56 -9.99
H 1.00 1.88 -2.14
C -1.32 4.86 -6.22
H 0.37 2.84 -5.73
H 5.51 4.43 2.48
H -1.64 2.53 -8.92
H 0.60 1.41 0.96
H -0.68 7.31 -6.60
C -3.86 -2.05 5.71
H 0.79 -4.55 3.49
H -6.21 -2.16 -3.20
C 2.56 -2.72 -5.06
C -1.25 -4.78 6.19
H -2.46 4.48 -8.63
O -5.00 -3.65 7.72
C -2.20 -5.87 6.70
H 2.54 0.76 -0.55
C -5.20 -1.74 -0.69
H 0.15 0.15 2.91
C -0.78 5.37 -7.56
C 2.03 -1.34 -4.66
C 1.84 -4.69 3.71
H 0.88 6.58 -7.01
H -1.65 5.63 -9.57
H -2.79 -6.43 9.20
H 1.63 1.39 -7.85
C -4.08 -2.18 -3.42
C 5.09 -4.30 1.69
C 0.60 -1.22 -5.18
H 0.58 -5.54 1.58
H 0.61 -1.35 -6.26
H -2.59 4.84 -2.17
C 2.81 -0.14 -1.11
H -2.45 -6.47 5.82
C 2.81 -6.48 -0.50
H -2.67 6.24 -8.25
H -4.59 -2.50 5.02
C 4.67 -5.20 0.53
C -3.05 -3.09 6.47
H 0.39 -1.18 0.59
C -1.97 5.45 -8.53
H 2.16 2.73 -7.01
```

Its SMILES is CC1(C)CCCC(C)(C)N1O.CC1(C)CCCC(C)(C)N1O.CC1(C)CCCC(C)(C)N1O.CC1(C)CCCC(C)(C)N1O.CC1(C)CCCC(C)(C)N1O.CC1(C)CCCC(C)(C)N1O.COCCNCCOC. For the HOMO-LUMO gap, the calculation gives 8.206 eV. The calculation puts the LUMO energy at 0.377 eV.

Results of the Löwdin charge analysis, in e, for atoms 1 through 99: C -0.513; C -0.023; C -0.113; H 0.119; H 0.084; H 0.117; H 0.081; H 0.130; C -0.136; C -0.141; H 0.089; H 0.117; C -0.220; H 0.064; H 0.122; H 0.087; H 0.116; H 0.079; H 0.098; H 0.083; C -0.149; H 0.109; H 0.089; H 0.112; C -0.516; N -0.097; H 0.109; N -0.117; H 0.090; H 0.063; C -0.031; H 0.127; C -0.017; H 0.127; O -0.013; C -0.024; H 0.119; H 0.099; O -0.179; H 0.113; H 0.084; C -0.493; C -0.084; H 0.065; H 0.076; H 0.103; H 0.080; H 0.083; H 0.127; H 0.083; H 0.113; C -0.032; H 0.117; C -0.169; H 0.110; O -0.222; C -0.167; H 0.043; H 0.087; H 0.061; H 0.123; C -0.138; H 0.078; H 0.085; H 0.071; C -0.046; H 0.080; C -0.232; H 0.082; H 0.074; H 0.029; H 0.081; H 0.118; H 0.106; H 0.109; H 0.113; C -0.043; C -0.141; C -0.016; H 0.087; C -0.013; H 0.054; H 0.080; C -0.539; H 0.123; N -0.114; H 0.121; C -0.531; H 0.122; H 0.091; H 0.067; H 0.082; C -0.029; H 0.086; N -0.038; H 0.099; H 0.081; O -0.028; H 0.060


Entry 3:
A 2-piece molecular cluster, C5H8O2 overall in a non-equilibrium geometry, computed with ωB97M-V/def2-TZVPD.

XYZ file:
```
15
C5H8O2 ωB97M-V/def2-TZVPD
H 2.22 -0.05 1.11
C 0.61 -0.41 -0.33
H -3.38 -1.05 0.29
H 1.76 -1.68 0.54
C 1.40 2.20 -0.09
H -0.23 0.45 1.40
H 0.43 -0.84 -1.31
C -1.81 0.04 -0.10
H 2.79 -0.63 -0.50
O -2.45 -1.04 0.56
C -0.40 0.09 0.38
H -1.81 -0.11 -1.19
C 1.97 -0.65 0.23
H -2.32 0.99 0.11
O 1.22 2.71 -1.09
```

The energy relative to the best compared isomer or geometry (same formula, charge and spin) is 171.1 kJ/mol. For the HOMO-LUMO gap, the calculation gives 10.355 eV. The calculation puts the LUMO energy at 0.951 eV.

Charge distribution, Löwdin scheme, values in e: H 0.068; C -0.230; H 0.083; H 0.088; C 0.022; H 0.120; H 0.119; C -0.279; H 0.079; O -0.066; C -0.161; H 0.115; C -0.130; H 0.115; O 0.057


Entry 4:
C23H20BrIN7O4Ti as an isolated structure in a non-equilibrium geometry, computed with ωB97M-V/def2-TZVPD.

XYZ file:
```
57
C23H20BrIN7O4Ti ωB97M-V/def2-TZVPD
H -2.03 -2.27 0.41
C -3.72 -2.33 -2.31
N -6.45 -0.40 -0.99
C 5.77 -1.25 -1.33
C 0.89 3.40 0.89
H 2.08 -1.14 3.95
C 1.34 -0.99 3.16
N -0.99 0.63 -0.66
N -5.15 -0.78 -0.88
C 5.65 0.02 -0.82
C 0.91 2.43 2.03
O 1.01 5.01 3.75
C -1.43 -1.41 0.69
H -1.28 2.42 -1.83
H 1.04 5.05 2.77
H 7.16 -2.77 -1.92
H 9.15 -1.41 -1.38
O 0.94 4.59 1.07
C -6.09 -1.77 -2.60
H 4.90 -1.84 -1.57
C -3.85 -3.12 -3.43
N -6.99 -0.96 -1.96
C 8.02 0.27 -0.71
H -1.54 -1.27 1.77
O 0.85 2.81 -0.27
H -0.37 -1.62 0.45
H 1.23 1.24 4.94
C -6.20 -2.58 -3.73
C 7.05 -1.77 -1.52
H -7.13 -2.66 -4.26
N 1.14 1.38 3.93
I 3.63 0.92 -0.55
N -3.11 0.26 -0.23
C 1.13 0.46 2.95
H -4.97 0.42 0.74
O 0.93 3.62 5.49
Ti 0.89 1.03 -0.22
H -5.10 -3.88 -5.00
C 0.98 3.84 4.31
H -2.99 -3.67 -3.79
C -4.36 -0.33 0.22
C -4.86 -1.66 -1.90
Br 6.56 2.55 0.20
C 6.75 0.81 -0.50
C 8.16 -1.01 -1.22
C -1.73 1.63 -1.25
H -4.13 -1.16 0.91
C -1.86 -0.19 -0.05
H 8.89 0.86 -0.48
C -5.06 -3.25 -4.12
H -3.93 1.95 -1.26
H 1.70 -1.47 2.25
C -3.05 1.40 -0.99
N 0.97 1.06 1.77
C 1.01 2.62 3.39
H 0.42 -1.49 3.49
H -2.78 -2.23 -1.79
```

The energy relative to the best compared isomer or geometry (same formula, charge and spin) is 60.2 kJ/mol. As for the multiplicity: 2. The net charge is +2. For the HOMO-LUMO gap (spin up / spin down), the calculation gives 5.862 / 6.155 eV. The calculation puts the LUMO energy (spin up / spin down) at -7.724 / -7.432 eV.

Charge distribution, Löwdin scheme, values in e: H 0.095; C -0.027; N 0.060; C -0.126; C -0.490; H 0.107; C 0.030; N -0.060; N -0.070; C -0.540; C -0.105; O 0.192; C 0.021; H 0.133; H 0.102; H 0.123; H 0.127; O 0.172; C -0.205; H 0.106; C -0.066; N 0.091; C -0.088; H 0.099; O -0.138; H 0.091; H 0.203; C 0.019; C -0.047; H 0.127; N 0.226; I 1.053; N 0.026; C -0.286; H 0.158; O 0.166; Ti 0.874; H 0.114; C -0.466; H 0.110; C -0.046; C -0.157; Br 0.780; C -0.730; C -0.034; C -0.061; H 0.149; C -0.309; H 0.119; C -0.060; H 0.152; H 0.092; C 0.025; N -0.002; C -0.015; H 0.098; H 0.086


Entry 5:
A 6-piece molecular cluster, C18H48O6 overall in a non-equilibrium geometry, computed with ωB97M-V/def2-TZVPD.

XYZ file:
```
72
C18H48O6 ωB97M-V/def2-TZVPD
H 1.45 0.89 2.36
H -1.29 -4.30 3.33
H -8.27 -0.69 -0.14
C -8.32 1.94 -0.20
H 0.89 2.26 1.47
H 8.35 -0.20 5.78
H 9.47 -0.14 2.31
C -0.88 1.06 -0.17
H -6.62 7.01 -4.25
C -6.14 7.06 -5.23
H -7.73 6.04 -6.31
H 10.58 1.28 2.45
H -1.44 1.96 0.09
C 9.49 0.68 4.28
H 0.07 -4.75 6.54
H -0.28 1.28 -1.05
H -9.64 0.52 -2.57
C 8.49 -0.34 4.70
O -9.64 1.18 -1.86
H -8.97 1.54 0.57
C 5.25 -3.30 -3.25
H -1.64 0.37 -0.52
H -7.54 1.50 -2.15
C -8.24 1.07 -1.45
H 6.11 -3.57 -1.15
H 6.43 -4.89 -2.31
C -7.86 -0.34 -1.08
H 4.87 -4.69 -1.65
H 3.83 -2.03 -3.69
H -6.79 -0.56 -0.98
H -0.25 -7.39 5.37
H 1.04 -0.74 -0.09
C 5.72 -4.11 -2.01
C -5.13 5.80 -5.41
H 1.93 1.10 0.62
H -0.87 0.28 1.75
O 4.24 -2.35 -2.88
H 11.09 -0.22 3.12
H 9.03 -1.28 4.73
O 0.30 -0.80 0.52
H 9.00 1.64 4.41
H -1.66 -4.48 6.30
H 4.86 -4.02 -3.97
H -8.68 2.93 -0.50
H 7.56 -0.36 4.13
H 6.21 -2.21 -4.87
H -7.38 2.20 0.28
H 7.26 -3.32 -3.96
H -6.81 6.85 -7.36
H -8.10 -1.05 -1.87
H -4.59 5.65 -4.48
C -0.99 -6.88 4.75
C 10.20 0.38 2.94
H -7.94 7.81 -6.42
H -5.63 4.84 -5.56
O -5.55 8.37 -5.14
C -0.78 -5.43 4.57
H 10.59 1.76 5.55
C -7.21 7.00 -6.36
C -0.11 0.45 0.98
H -0.93 -7.35 3.77
H -0.58 -3.46 5.60
O 10.53 0.84 5.27
H -4.43 6.01 -6.23
H 6.84 -1.73 -3.27
H -6.08 8.84 -4.49
O -1.76 -4.95 3.85
C 6.48 -2.56 -3.87
C -0.70 -4.53 5.80
C 1.14 1.20 1.36
H -1.97 -7.10 5.18
H 0.16 -5.45 4.02
```

The energy relative to the best compared isomer or geometry (same formula, charge and spin) is 330.6 kJ/mol. Its SMILES is CC(C)O.CC(C)O.CC(C)O.CC(C)O.CC(C)O.CC(C)O. For the HOMO-LUMO gap, the calculation gives 10.531 eV. The calculation puts the LUMO energy at 0.478 eV.

Charge distribution, Löwdin scheme, values in e: H 0.080; H 0.113; H 0.083; C -0.081; H 0.078; H 0.081; H 0.072; C -0.077; H 0.118; C -0.425; H 0.065; H 0.070; H 0.075; C -0.495; H 0.074; H 0.080; H 0.074; C -0.073; O -0.058; H 0.084; C -0.456; H 0.077; H 0.133; C -0.470; H 0.079; H 0.073; C -0.072; H 0.069; H 0.081; H 0.080; H 0.084; H 0.088; C -0.063; C -0.038; H 0.086; H 0.142; O -0.062; H 0.079; H 0.084; O -0.061; H 0.128; H 0.080; H 0.127; H 0.076; H 0.088; H 0.067; H 0.076; H 0.069; H 0.069; H 0.075; H 0.061; C -0.061; C -0.042; H 0.070; H 0.065; O -0.067; C -0.621; H 0.082; C -0.071; C -0.514; H 0.085; H 0.071; O -0.075; H 0.072; H 0.078; H 0.080; O -0.002; C -0.061; C -0.044; C -0.053; H 0.087; H 0.136


Entry 6:
A 2-piece molecular cluster, C4H11NO2 overall in a non-equilibrium geometry, computed with ωB97M-V/def2-TZVPD.

XYZ file:
```
18
C4H11NO2 ωB97M-V/def2-TZVPD
O 0.07 -6.03 -0.33
H -1.91 0.61 -1.36
H 0.33 3.94 1.46
C 0.62 2.93 1.77
H 0.09 2.46 2.66
H -0.40 -1.14 -0.36
H 1.59 3.06 2.28
O -1.74 1.60 0.93
H 1.61 2.02 0.24
H -0.48 -6.71 0.08
H 0.06 -1.12 -2.00
N 0.62 2.00 0.69
C -0.79 0.83 -1.14
H -0.46 1.48 -1.95
H 1.18 -0.38 -0.91
H 0.27 -6.57 -1.12
C 0.01 -0.48 -1.13
C -0.67 1.51 0.20
```

The energy relative to the best compared isomer or geometry (same formula, charge and spin) is 189.4 kJ/mol. Its SMILES is CCC(=O)NC.O. For the HOMO-LUMO gap, the calculation gives 10.313 eV. The calculation puts the LUMO energy at 0.872 eV.

Charge distribution, Löwdin scheme, values in e: O -0.072; H 0.146; H 0.083; C -0.154; H 0.105; H 0.074; H 0.074; O -0.021; H 0.166; H 0.029; H 0.052; N -0.037; C -0.196; H 0.104; H 0.112; H 0.043; C -0.124; C -0.384


| no. | total energy (eV) |
| --- | --- |
| 1 | -7761.8048 |
| 2 | -91114.5396 |
| 3 | -9408.0586 |
| 4 | -144041.0383 |
| 5 | -31726.2230 |
| 6 | -9910.2787 |